The following is a DFT calculation (the ωB97M-V functional and the def2-TZVPD basis) of a structure of composition C5H13FNO at a distorted geometry.

Structure (XYZ):
```
21
Properties=species:S:1:pos:R:3:forces:R:3
C 1.660 -1.001 -1.038 0.1 0.8 1.5
C 1.976 0.625 0.918 -3.6 -1.5 -2.1
C -1.614 0.675 0.652 2.4 -1.6 -0.6
C -0.600 -0.504 0.629 1.9 2.5 -3.9
C 1.029 0.067 -0.201 -2.3 0.3 3.1
N -2.243 0.792 -0.708 0.7 -3.4 0.7
O -1.146 -1.546 -0.101 0.1 -0.6 -0.3
F 0.539 1.107 -1.017 0.2 -0.1 0.1
H 1.438 -1.960 -0.543 0.3 0.1 -0.9
H 1.259 -0.792 -1.991 -0.5 -0.9 -1.4
H 2.735 -0.787 -1.064 -0.2 -0.4 -0.1
H 2.821 0.063 0.870 2.4 -1.5 0.7
H 2.174 1.604 0.794 1.0 3.4 -1.2
H 1.444 0.670 1.806 -0.6 -0.7 2.2
H -0.989 1.454 1.043 -0.6 1.3 -0.5
H -2.342 0.373 1.296 -2.2 -0.3 2.0
H -0.432 -0.903 1.556 0.9 0.0 2.8
H -3.244 0.770 -0.845 -0.7 -0.6 1.1
H -1.842 -0.092 -1.165 -0.6 1.6 -0.3
H -2.055 1.638 -1.107 1.8 2.7 -1.9
H -0.569 -2.254 0.217 -0.7 -0.7 -0.9
```
Positions in Å, forces in eV/Å.

Its total energy is -427.83628 hartree. As for the total charge: +1. The calculation puts the frontier orbital gap at 10.222 eV. The energy relative to the best compared isomer or geometry (same formula, charge and spin) is 1.584 eV. The value obtained for the highest occupied orbital energy is -13.55 eV.

Atomic partial charges in e from the natural (NBO) method, atoms 1 to 6:
1. C -0.68
2. C -0.66
3. C -0.26
4. C 0.07
5. C 0.42
6. N -0.68